Entry 1:
Density functional theory data (ωB97M-V/def2-TZVPD) for 6 unconnected molecules or ions with the total composition C6H23NO6 in a non-equilibrium geometry.

Geometry (Å):
C -1.393 1.909 0.331
C -1.706 0.525 0.994
C -0.453 0.060 1.826
O -0.363 0.079 3.070
N 0.652 -0.352 1.063
C 1.867 -0.518 1.825
C 0.246 -1.635 0.302
C 1.367 -2.069 -0.710
H -2.328 2.391 0.177
H -0.789 1.836 -0.613
H -0.724 2.680 0.803
H -2.542 0.771 1.744
H -2.179 -0.222 0.272
H 2.242 0.403 2.282
H 2.671 -0.869 1.165
H 1.979 -1.243 2.644
H 0.217 -2.539 1.038
H -0.771 -1.390 -0.175
H 2.319 -2.318 -0.302
H 1.341 -1.177 -1.414
H 0.972 -2.795 -1.475
O -1.723 -2.285 -3.929
H -2.098 -1.992 -4.740
H -2.553 -2.334 -3.398
O 2.334 2.353 -0.120
H 1.678 1.615 0.340
H 2.900 2.402 0.643
O -2.538 1.207 4.143
H -1.722 0.633 4.157
H -2.244 1.972 3.636
O 1.549 0.769 -2.270
H 1.506 1.193 -3.136
H 2.223 1.445 -1.905
O -0.957 -0.021 -2.703
H -0.148 0.257 -2.301
H -0.832 -0.741 -3.267

Values from the calculation:
* total charge: 0
* ΔE to the lowest compared entry with this formula, charge and spin: 2.675 eV
* lowest unoccupied orbital energy: 0.4 eV
* highest occupied orbital energy: -9.75 eV
* 2S+1: 1

natural (NBO) population analysis, charges in e, atoms 1 to 4: atom 1 (C): -0.625, atom 2 (C): -0.527, atom 3 (C): 0.736, atom 4 (O): -0.626

---

Entry 2:
Density functional theory data (ωB97M-V/def2-TZVPD) for a molecular structure, C31H38N3OP2PdSSi2.

Geometry (Å):
Pd 0.073 1.722 -0.766
C 4.173 -0.639 -0.085
Si 2.453 -0.412 -0.773
C 2.580 0.464 -2.415
C 1.633 -2.078 -1.010
N 1.453 0.598 0.271
P 1.348 0.683 1.856
C -0.338 0.411 2.390
P -1.517 0.159 1.278
N -1.429 0.449 -0.255
Si -2.372 -0.261 -1.617
C -3.847 0.807 -1.984
C -1.248 -0.310 -3.096
C -2.866 -1.990 -1.120
C -3.086 -0.356 1.912
C -4.225 0.373 1.569
C -5.457 -0.020 2.065
C -5.548 -1.135 2.887
C -4.411 -1.858 3.231
C -3.174 -1.469 2.750
C -0.729 0.494 3.827
C -1.472 1.585 4.275
C -1.837 1.690 5.609
C -1.450 0.710 6.512
C -0.705 -0.377 6.076
C -0.347 -0.487 4.740
C 1.857 2.272 2.518
C 2.329 3.243 1.639
C 2.721 4.483 2.125
C 2.650 4.750 3.483
C 2.192 3.777 4.365
C 1.796 2.540 3.889
C 2.338 -0.580 2.666
C 3.510 -0.260 3.343
C 4.296 -1.271 3.878
C 3.917 -2.597 3.734
C 2.746 -2.921 3.057
C 1.958 -1.915 2.526
H 4.808 -1.045 -0.877
H 4.214 -1.331 0.757
H 4.609 0.312 0.229
H 3.236 -0.106 -3.078
H 3.005 1.463 -2.300
H 1.617 0.566 -2.920
H 2.049 -2.588 -1.882
H 0.557 -1.974 -1.168
H 1.786 -2.731 -0.149
H -3.556 1.858 -2.030
H -4.648 0.689 -1.254
H -4.253 0.529 -2.959
H -0.992 0.696 -3.436
H -1.774 -0.808 -3.915
H -0.326 -0.863 -2.911
H -3.607 -2.006 -0.319
H -2.005 -2.586 -0.806
H -3.308 -2.492 -1.984
H -4.144 1.243 0.930
H -6.345 0.543 1.812
H -6.512 -1.442 3.269
H -4.491 -2.724 3.874
H -2.283 -2.021 3.019
H -1.753 2.361 3.573
H -2.417 2.540 5.941
H -1.730 0.791 7.554
H -0.405 -1.144 6.778
H 0.230 -1.340 4.407
H 2.392 3.033 0.580
H 3.088 5.235 1.440
H 2.959 5.715 3.861
H 2.147 3.984 5.426
H 1.453 1.784 4.585
H 3.817 0.773 3.446
H 5.208 -1.021 4.404
H 4.533 -3.382 4.150
H 2.452 -3.956 2.945
H 1.042 -2.164 2.001
O 1.278 3.342 -1.525
S 0.027 3.898 -2.183
N -1.115 2.992 -1.874

Values from the calculation:
* total charge: +1
* ΔE to the lowest compared entry with this formula, charge and spin: 0.000 eV
* lowest unoccupied orbital energy: -3.3 eV
* highest occupied orbital energy: -11.43 eV
* 2S+1: 1

Löwdin population analysis, charges in e, atoms 1 to 4: atom 1 (Pd): 0.821, atom 2 (C): -0.156, atom 3 (Si): 0.357, atom 4 (C): -0.181

---

Entry 3:
Density functional theory data (ωB97M-V/def2-TZVPD) for C2H3Cl2NS in the gas phase in a non-equilibrium geometry.

Geometry (Å):
C -2.390 -0.699 -0.124
C -0.186 0.110 0.076
N -1.587 0.212 -0.201
S -4.134 -0.331 -0.196
Cl -2.196 -2.419 0.140
Cl -4.071 1.582 0.119
H 0.452 0.467 -0.866
H 0.189 -0.829 0.635
H 0.012 0.848 0.875

Values from the calculation:
* ⟨S²⟩: 2.010
* total charge: 0
* ΔE to the lowest compared entry with this formula, charge and spin: 0.910 eV
* lowest unoccupied orbital energy (spin up / spin down): 0.7 / -2.8 eV
* highest occupied orbital energy (spin up / spin down): -5.63 / -10.43 eV
* 2S+1: 3

natural (NBO) population analysis, charges in e, atoms 1 to 4: atom 1 (C): 0.032, atom 2 (C): -0.466, atom 3 (N): -0.398, atom 4 (S): 0.408

---

Entry 4:
Density functional theory data (ωB97M-V/def2-TZVPD) for 11 unconnected molecules or ions with the total composition C12H46N16O12 in a non-equilibrium geometry.

Geometry (Å):
N -5.368 -4.176 -0.099
C -4.220 -3.716 -0.551
N -3.896 -2.778 0.316
O -3.560 -4.061 -1.524
H -5.978 -4.806 -0.600
H -5.663 -3.833 0.804
H -4.534 -2.474 1.037
H -3.107 -2.204 0.054
N -5.543 1.682 1.245
C -4.367 1.325 0.934
N -4.331 0.340 0.098
O -3.302 1.828 1.330
H -6.386 1.309 0.833
H -5.645 2.527 1.789
H -5.214 -0.092 -0.134
H -3.461 -0.150 -0.052
N 1.422 0.080 4.992
C 2.179 0.399 3.954
N 1.457 0.309 2.849
O 3.339 0.693 3.967
H 1.830 -0.047 5.906
H 0.539 -0.380 4.819
H 0.488 0.025 2.843
H 1.890 0.802 2.081
N 0.510 4.263 -2.077
C 1.171 4.473 -0.987
N 2.279 5.218 -1.183
O 0.834 4.104 0.157
H 0.769 4.635 -2.980
H -0.324 3.711 -1.932
H 2.773 5.578 -0.379
H 2.556 5.520 -2.106
N -0.973 -3.754 0.193
C -0.827 -4.023 1.518
N -0.498 -5.261 1.720
O -1.156 -3.209 2.358
H -1.464 -2.876 0.104
H -1.127 -4.539 -0.422
H -0.624 -5.571 2.673
H -0.380 -5.895 0.942
N 3.862 2.373 1.573
C 3.346 1.955 0.454
N 3.866 2.466 -0.573
O 2.352 1.224 0.361
H 3.358 1.985 2.357
H 4.482 3.167 1.647
H 4.713 2.975 -0.364
H 3.675 2.069 -1.483
N -0.913 6.410 1.915
C -1.810 5.468 2.265
N -1.442 4.332 1.825
O -2.799 5.681 2.963
H -0.112 6.028 1.434
H -1.004 7.388 2.152
H -0.692 4.298 1.149
H -1.979 3.516 2.081
N 0.439 -0.921 0.159
C -0.689 -0.287 -0.157
N -0.575 0.986 0.193
O -1.661 -0.915 -0.407
H 1.230 -0.298 0.234
H 0.447 -1.914 -0.029
H 0.333 1.403 0.341
H -1.346 1.623 0.336
O -0.748 -3.291 -5.242
C -0.339 -3.438 -3.902
C 0.496 -2.292 -3.494
O 1.815 -2.350 -4.102
H -1.625 -3.661 -5.361
H -1.200 -3.597 -3.252
H 0.090 -4.435 -3.997
H 0.596 -2.300 -2.409
H 0.098 -1.285 -3.622
H 2.237 -3.177 -3.859
C 3.494 -2.791 0.051
O 2.376 -3.533 0.040
H 3.927 -2.726 -0.947
H 3.167 -1.779 0.287
H 4.336 -3.190 0.617
H 2.550 -4.475 -0.018
C 3.524 0.113 -2.610
O 2.934 1.435 -2.959
H 3.618 -0.027 -1.534
H 2.889 -0.667 -3.031
H 4.541 0.054 -2.999
H 2.055 1.428 -2.573

Values from the calculation:
* total charge: 0
* lowest unoccupied orbital energy: 0.3 eV
* highest occupied orbital energy: -8.61 eV
* 2S+1: 1

Löwdin population analysis, charges in e, atoms 1 to 4: atom 1 (N): 0.145, atom 2 (C): -0.728, atom 3 (N): 0.157, atom 4 (O): 0.022

---

Entry 5:
Density functional theory data (ωB97M-V/def2-TZVPD) for 2 unconnected molecules or ions with the total composition C4H7N3.

Geometry (Å):
N -2.358 -0.520 -0.221
C -1.240 0.051 0.175
C -0.181 -0.930 0.151
C 1.030 -0.079 -0.013
N 2.316 -0.615 -0.050
C 0.662 1.220 0.069
N -0.764 1.315 0.287
H -1.407 -1.495 -0.448
H -3.275 -0.149 0.001
H -0.148 -1.586 1.025
H 3.038 0.040 -0.323
H 2.362 -1.459 -0.605
H 1.253 2.129 0.066
H -1.287 2.079 -0.113

Values from the calculation:
* total charge: 0
* ΔE to the lowest compared entry with this formula, charge and spin: 3.200 eV
* lowest unoccupied orbital energy: 1.0 eV
* highest occupied orbital energy: -7.31 eV
* 2S+1: 1

natural (NBO) population analysis, charges in e, atoms 1 to 4: atom 1 (N): -0.841, atom 2 (C): 0.474, atom 3 (C): -0.642, atom 4 (C): 0.163